No. 1
Here is a 8-piece molecular cluster, C32H77O23P3 overall from the OMol25 dataset. Energies are from ωB97M-V/def2-TZVPD.

CARTESIAN COORDINATES (ANGSTROEM)
H: 2.8685 6.2923 -2.7730
H: 6.2333 0.0373 3.5106
H: -1.2367 2.0168 3.7647
O: 4.0836 1.7137 2.5483
H: 0.1411 1.9899 -5.6308
H: -2.8117 1.2833 3.8704
O: -2.9313 -1.1691 -3.8526
H: 0.6245 -2.3490 -1.7735
H: 2.2085 2.3046 3.3730
C: -3.3194 -6.7693 0.0152
H: -4.1517 -6.4424 0.6356
H: -1.2823 0.4915 -1.2763
H: -3.8381 2.8063 -5.0857
H: 4.2770 -2.7079 -0.7955
O: 1.7353 3.0490 -3.9271
P: 2.5646 3.7252 -2.7978
C: -1.8043 1.1000 3.5284
O: 1.7720 4.3630 -1.7726
C: 3.5481 5.9747 -3.5612
C: -3.3067 -2.3877 1.4371
H: -1.9645 -2.3551 -1.6503
H: 1.2642 -4.0599 4.2926
H: -4.7353 -2.1600 -2.4618
O: -1.3496 -4.8368 1.7694
H: 2.2217 -4.8834 1.5779
C: 3.5359 1.0485 1.5271
H: 6.1021 2.4129 -2.5646
C: -3.5162 -0.2041 -3.4586
C: -3.8212 -7.3975 -1.2436
C: -4.1474 -1.3243 0.7476
P: -1.9702 -4.4789 0.4881
H: -6.4171 2.9426 0.1184
H: -1.1701 0.1446 0.3800
O: -2.9787 4.6970 1.0571
H: 0.5235 -3.6139 2.7456
H: 6.1246 0.6201 -2.8224
C: -0.6576 0.7478 -0.4029
C: -3.0502 3.7571 0.2803
H: 4.6763 -2.6751 0.9285
H: 1.7764 -6.0282 2.9375
H: -0.7487 3.3500 -4.7013
H: -5.3738 -1.9512 -4.1822
H: -2.9662 -7.7835 -1.8561
C: -0.3867 2.3127 -4.6854
C: 0.3080 -1.6966 6.5544
C: 1.7449 -1.3896 6.5038
H: 3.7871 6.2566 -5.6514
C: 4.6216 -2.0721 0.0009
O: 3.3672 2.4861 -2.1130
H: -0.0618 -1.4248 7.5324
O: -0.9683 -3.7448 -0.4550
H: -6.6700 3.4397 1.9078
H: -4.3029 -0.4700 1.3548
C: 5.5461 1.4523 -2.3454
O: -2.9616 0.9487 -3.2876
H: 3.1756 -5.1222 3.0834
C: -0.0833 -2.8346 -2.5307
H: -5.6485 4.3888 0.6394
O: -3.2216 -3.5409 0.5333
C: -4.4770 2.5715 -4.1933
O: -1.2630 -0.0561 4.0948
O: 1.5234 -0.4009 3.5938
C: 3.7444 -0.8321 0.1932
H: -0.8462 1.8547 -0.1694
H: 6.0230 -1.0879 2.2411
H: -1.1948 1.6643 -4.4692
O: 4.4236 0.1456 1.0669
H: 2.1005 6.2464 -5.1979
H: -6.4050 -1.4689 -2.7433
C: 5.0339 -1.7516 3.9962
H: -0.3186 -1.2747 5.7813
O: 2.4583 -2.7932 3.0102
H: 3.1376 3.5377 2.2994
H: -1.8936 -3.9562 -2.2563
H: -0.5314 4.1218 -1.6421
C: -1.3282 -3.1928 -1.7427
H: 7.1333 -1.4680 3.5423
H: 0.2999 2.1956 -2.6329
H: -1.8522 1.0540 2.4652
H: 4.5463 6.2582 -3.2767
H: -5.0458 1.5144 1.4223
H: 0.3642 -3.7317 -3.0164
H: 3.8374 3.1450 3.9457
H: -1.5551 5.4895 -1.4627
H: 5.0501 -2.8249 3.6498
H: -4.5324 -8.2133 -1.0161
O: 0.6188 0.2563 -0.5685
H: 1.1344 0.5191 0.1854
C: 0.7198 2.0983 -3.6417
H: -0.7631 4.7452 -0.0242
H: -3.7769 -2.7009 2.3205
H: -5.1380 -1.7837 0.5127
H: -4.9630 3.5398 -4.0353
C: 6.1863 -1.0064 3.3036
H: 2.3831 -1.7830 7.3088
H: 5.3377 1.2316 -1.3259
C: -1.2602 4.5552 -0.9858
H: 3.7077 0.6177 -3.1899
H: 5.2207 -1.7702 5.1176
H: 2.0887 -0.3506 6.3018
H: -3.6916 -1.0570 -0.2036
C: -4.7711 2.5998 1.3838
O: 2.2906 -2.1952 5.3435
C: -3.7228 2.1191 -2.9203
C: 2.1953 -5.0858 2.6121
H: 3.5883 -0.2868 -0.7661
H: -0.3795 -2.2013 -3.3568
H: 5.6686 -1.7487 -0.1526
P: 2.4572 -1.5261 3.9273
H: 2.7172 -1.0797 0.5227
H: 0.1003 -2.7614 6.3846
H: 3.0514 7.6854 -4.8520
O: 3.9179 -1.0161 3.7090
O: -3.7306 2.6444 0.4285
H: -4.3740 1.9426 -2.0956
O: -2.5977 -5.5927 -0.4139
O: 2.4483 1.1685 1.0921
H: -2.9917 2.8907 -2.6484
H: -5.2899 1.8676 -4.4802
H: 4.2447 1.9420 -4.0021
O: -4.8692 -0.1841 -3.1611
C: -5.3589 -1.5748 -3.1244
H: -2.6634 -7.4684 0.5139
C: 1.4829 -3.9223 3.2274
O: -2.3472 3.6374 -0.8091
C: -5.9696 3.4081 1.0249
H: -2.2920 -2.0810 1.7079
H: 0.9813 1.0585 -3.7421
C: 4.1756 1.5616 -2.9976
H: -0.2842 -0.0183 4.0662
O: 3.5362 4.5445 -3.7071
H: -4.4175 -6.7040 -1.8276
C: 3.1338 6.6024 -4.8927
H: -4.3552 2.9025 2.3630
C: 3.2102 2.7332 3.0987

Cartesian forces (eV/Å) of the 6 atoms listed first:
-0.02 -0.19 0.12
-0.19 0.76 0.51
-0.01 -0.28 0.09
-0.57 0.03 -0.34
-1.12 0.73 0.50
-0.39 -0.25 0.41

## Properties
SMILES ... CCOP(=O)(OCC)OCC.CCOP(=O)(OCC)OCC.CCOP(=O)(OCC)OCC.CCOC(=O)OC.CCOC(=O)OC.CCOC(=O)OC.CO.CO
DFT total energy ... -109398.64735 eV
Net charge ... 0

***

No. 2
Here is a 13-piece molecular cluster, C32H78F9O16 overall from the OMol25 dataset. Energies are from ωB97M-V/def2-TZVPD.

CARTESIAN COORDINATES (ANGSTROEM)
F: -5.8898 -6.5018 4.6006
O: 1.9254 -3.2887 -7.8403
F: -5.1577 -7.5337 2.8907
H: 5.2166 -4.2310 -2.8740
C: 0.3913 1.8714 0.7397
H: -2.0213 3.4958 -7.4272
H: -6.2709 -6.9233 -3.8405
C: -2.0920 2.2924 -5.7383
H: 5.8781 -2.6560 -3.0429
C: -5.2002 -7.1086 -3.7556
H: -1.6110 1.4569 -6.2469
H: -0.7374 -7.5607 4.1297
H: -0.4845 12.1766 1.5030
H: -1.5275 11.0584 0.9190
C: -4.8064 -6.8387 3.9226
H: -2.4514 2.2650 7.1658
H: 5.7636 -2.7173 -0.5081
H: 6.2167 5.3622 -3.3632
H: 0.3386 9.8846 2.0366
O: -1.4687 9.1513 2.7108
H: -1.8089 2.2430 -4.6869
H: 4.2630 -2.3382 5.9644
O: -2.6878 -10.4417 -0.3458
C: -2.8341 1.4124 7.7268
H: -4.5625 -8.3781 -5.0031
H: -1.9858 11.8640 2.4269
H: -0.1044 -6.2921 2.8828
F: -4.9990 1.4904 -7.9095
H: 4.2741 7.1405 -4.7129
O: 5.7304 5.8948 -2.7295
O: -0.7754 2.5468 1.0096
O: -2.6366 -5.8589 3.2623
H: -4.2268 -5.2771 -3.9930
C: -1.1583 11.4087 1.8829
H: -0.9645 8.3364 2.7683
H: -0.4029 -0.9354 -1.6637
F: 2.6286 1.3243 1.2597
H: 5.1699 -1.2513 5.1573
H: 7.2426 4.9103 1.7965
C: 1.9128 -3.0172 -10.3038
C: 4.5126 -0.2639 6.9672
H: 7.6858 6.5831 0.5148
H: -8.9790 7.4980 5.3853
H: -1.2139 -4.6629 4.1225
H: 0.9391 -2.1070 -1.4587
H: 3.8506 5.7343 -2.0646
H: -0.5068 -2.0573 -0.3552
C: 6.0303 -3.5991 -2.5180
H: -6.2022 7.4488 5.1772
O: 7.6967 -2.9645 -0.9383
H: 3.3822 -1.1072 5.2575
H: -7.1253 5.9984 5.7430
C: -0.5512 10.2249 2.5662
H: 2.8197 7.0545 -3.6960
H: -4.0044 -4.9076 4.3905
C: 1.5866 2.0062 1.7031
H: 4.3165 7.8123 -3.1512
H: -5.7224 6.5481 3.5518
C: -4.0394 -5.4953 3.4732
H: 2.9615 -3.3119 -10.2668
C: 3.9061 6.9658 -3.7019
H: 1.2993 -0.9514 0.8400
H: -1.5879 -0.3057 7.3213
H: -0.5660 3.7982 -6.5123
H: -2.5639 1.4496 8.7821
H: 8.0556 5.7550 3.2059
F: -6.3621 0.3482 -6.6818
C: 9.4320 5.0528 1.5628
H: -4.9440 -5.8032 -5.4414
F: 2.0607 3.2772 1.8470
C: -0.4802 -6.5319 3.8775
H: 0.8332 2.2842 -0.1672
H: 1.2975 -3.8842 -10.5444
C: -1.3736 -10.9111 -0.4161
H: 0.4461 -6.3580 4.4250
C: 8.0560 5.5522 2.1349
C: -0.5963 -9.7920 -1.1019
H: -1.1775 -11.8833 -0.8682
H: -0.8623 -9.6490 -2.1492
C: -1.6385 3.6295 -6.4155
O: -3.5072 2.2617 -5.6401
H: -8.1179 8.2302 4.0214
H: 1.7737 0.0010 -0.5946
H: -8.8516 6.5956 3.9333
H: 4.5812 0.7569 6.5913
H: -4.8983 -7.0703 -2.7090
C: -4.3800 -6.1779 -4.5872
H: 0.5325 -2.1312 -8.6672
O: -0.1203 0.5720 0.3041
H: 1.8001 -2.2774 -11.0964
H: -2.1070 4.4580 -5.8842
O: -6.4179 5.9875 3.9035
H: 10.2185 5.8075 1.5593
F: -4.0590 -7.6545 4.7613
H: -3.5725 0.2822 -6.2020
C: -8.2991 7.2984 4.5570
H: -1.9424 -5.9567 5.2734
H: 5.4259 -0.4456 7.5337
C: 0.2073 -1.4831 -0.9455
H: -0.9671 -10.9532 0.5944
H: 9.8670 4.2122 2.1035
F: 1.2940 1.5791 2.9288
H: 6.9562 -3.9923 -2.9379
O: 7.7556 6.7619 1.4555
H: 2.0648 -1.4508 -8.7699
H: -0.1210 10.5036 3.5282
C: 0.9340 -0.3907 -0.0204
C: 4.3040 -1.2587 5.8193
H: -0.7982 -8.8447 -0.6018
C: 6.3895 -3.4238 -1.0532
H: 6.4427 -4.3848 -0.5417
O: -4.9605 -8.4490 -4.1323
H: 3.6208 0.1278 8.5869
C: -1.6247 -5.6612 4.2735
H: -3.3014 -6.3223 -4.6501
F: -6.1384 2.3910 -6.3897
H: 0.4856 -9.8620 -0.9889
O: -2.4955 0.3071 5.6135
C: -6.9818 6.7240 4.9424
C: -4.2390 0.9931 -5.7136
O: -4.4082 -4.6793 2.3455
C: 1.5647 -2.4137 -8.8743
O: 3.4672 -0.5196 7.8949
H: 4.0418 4.7691 -3.4003
H: -3.9076 1.5768 7.6348
C: -2.5454 0.1189 7.0195
H: 2.0323 -2.6788 -7.1067
H: 8.0693 -3.4498 -0.1985
H: -1.5611 0.4530 5.4488
H: -2.6730 -9.5937 0.1041
C: 4.3756 5.7344 -3.0198
H: 9.3919 4.7262 0.5236
O: -4.5122 0.5711 -4.3674
C: -5.4324 1.2816 -6.6554
H: -3.4131 -0.4673 7.3222

Cartesian forces (eV/Å) of the 6 atoms listed first:
-1.15 -0.08 0.84
0.72 -0.14 0.19
-0.67 -1.74 -1.30
-0.13 -0.18 0.86
-4.73 2.58 -1.43
-0.20 0.67 -0.17

## Properties
DFT total energy ... -91654.64534 eV
Net charge ... -3